(1)
The following is a quantum chemistry calculation of a cluster of 2 separate species, C23H29B2Cl3F3O3 in total at a distorted geometry, from the OMol25 dataset.

```
63
Properties=species:S:1:pos:R:3
C 0.6550 -0.0726 -4.0343
H 1.5336 -1.0564 5.0889
H -0.8900 -2.0778 1.8493
C -0.7766 -0.4649 -4.4292
H 1.6298 2.7633 4.2786
C -3.8317 -0.4811 2.3711
C -2.9594 -1.5552 2.1595
H 0.8643 -2.0548 -2.3322
C -1.7106 0.5646 -4.5706
C -3.4267 0.8480 2.1875
C -0.2296 1.1202 -1.7836
H 3.4132 2.6917 4.1253
H 3.1558 2.5533 0.9880
C 2.3168 1.4635 2.6826
B 3.0067 -0.7601 -4.4099
Cl 3.5906 0.4378 -5.7246
H 2.4642 3.5808 2.9433
B 0.3879 0.3135 2.3806
H -1.7174 2.1119 1.8741
H -4.1586 1.6621 2.1980
C -1.1207 0.0508 2.1673
H 0.7718 -1.1173 -0.8019
C 2.4678 2.6832 3.5769
H -4.4848 -1.3437 -4.9698
H -0.7204 -1.3368 -1.8548
F -6.2042 -0.1853 1.9881
H -2.7796 -3.1745 -4.6995
H 4.0416 -0.7036 2.2296
C 1.7715 -0.0130 4.8262
Cl 3.5398 0.2845 -2.6393
H 1.7484 0.4332 -2.2698
F -5.5584 -2.0728 2.8928
H -1.3881 1.6031 -4.4607
O 1.3065 -0.7019 2.6133
H 3.4769 -1.8200 3.4994
C -1.5946 -1.2659 2.0127
C -2.4982 -2.1141 -4.7338
H -0.5757 2.0362 -2.2952
H -3.7782 1.0599 -4.8587
O 0.9595 1.5575 2.1821
C 0.6827 0.1356 -2.5673
C -1.1582 -1.8046 -4.4916
C -3.0492 0.2511 -4.8169
H 2.4959 0.3515 5.5648
H 4.3891 -0.3547 3.9464
H -3.3136 -2.5936 2.1489
H 3.1885 0.7832 0.7475
C 2.3209 0.0154 3.3654
C -3.4355 -1.0923 -4.8934
F -5.4770 -0.2051 4.0603
H 0.3142 1.4622 -0.8658
Cl 4.0891 -2.2400 -4.2689
H 0.8328 0.5619 4.9486
C -5.2622 -0.7426 2.8128
O 1.6045 -1.0799 -4.3863
C -2.0609 1.0951 2.0315
C 3.3026 1.5873 1.4976
H 0.9618 0.8110 -4.6327
C 0.3828 -1.2007 -1.8398
H -1.0960 0.5553 -1.3881
H -0.3917 -2.5764 -4.3189
C 3.6293 -0.7588 3.2544
H 4.3519 1.5918 1.8441
```

Calculated values
HOMO (eV): -5.2
Maximum force (eV/Å): 3.50
HOMO-LUMO gap (eV): 7.3
Energy above the lowest of the compared OMol25 structures with the same formula, charge and spin (kJ/mol): 35.3
Multiplicity: 1
Charge: -1

=====

(2)
The following is a quantum chemistry calculation of a structure of composition C23H29F10N6OPS3SbW at a distorted geometry, from the OMol25 dataset.

```
75
Properties=species:S:1:pos:R:3
P -0.2723 -3.0970 -1.4766
H -1.2145 4.9167 0.0324
C -3.5607 2.1737 4.8837
C -1.3343 2.4899 3.2064
H -3.3690 -4.7914 -2.1965
F -4.4145 0.5661 3.3948
H 0.2332 -1.9056 1.2075
H -1.0598 -2.5685 -3.9874
N -1.5257 -3.8076 -2.3716
C -1.6638 -3.4497 -3.7662
H 1.5846 -5.9021 -0.1214
Sb 2.7782 2.3799 4.2275
C -1.0451 1.9619 -1.1954
C 2.8724 2.4370 -0.7735
H -1.5676 1.5291 -0.3478
C -0.1891 3.9348 1.6456
H 0.2532 1.1520 -2.7641
C -2.2260 -2.3795 0.1850
C -0.1034 0.8940 -1.7661
F 5.9085 2.7848 -2.7046
F 4.6198 4.0024 -0.6419
H -1.9828 3.4422 0.5809
N 1.0940 0.6654 -0.9464
F 2.4600 -0.3728 -2.9858
H -1.3409 -4.2591 -4.4335
H -2.7078 -3.2196 -4.0084
H -2.7636 -2.6317 1.1021
C 2.2898 1.3018 -1.3327
C 0.0786 4.0188 -1.8160
C 4.0943 2.9196 -1.2126
F 4.7923 0.6080 -3.8867
C -1.0096 3.8873 0.3473
N -0.3594 3.1561 -0.7383
S 0.4593 -0.2397 3.6925
C 0.7211 -5.5566 -0.6982
F -0.5044 4.0729 4.7385
H 0.7274 4.8066 -1.4295
H 0.5489 -6.2791 -1.5069
H 2.2737 -3.0657 -2.3405
C -2.5624 3.0726 5.2147
C -1.4665 3.2168 4.3794
C 2.9748 0.7061 -2.3956
W 1.0828 1.1258 2.1908
H -2.0037 -5.8647 -2.5351
C -3.4559 1.4326 3.7158
H -0.7600 4.4955 -2.3493
C -2.3071 -4.9642 -1.9864
H 0.6599 3.4533 -2.5469
H -1.9937 -1.3036 0.2230
H 0.7062 -3.6171 1.2298
C -2.3593 1.6022 2.8928
C 2.1840 -4.0842 -1.9651
H -2.1977 -5.1488 -0.9200
H -0.6044 4.7028 2.3050
O 0.7497 0.7430 0.3851
S 3.3375 1.0117 2.1812
H 0.8394 4.2219 1.4310
H -0.7098 -3.0708 2.1364
F -4.6130 2.0186 5.6796
N -1.0245 -3.2009 0.0825
C 4.1737 1.2029 -2.8686
H 3.0539 -4.2965 -1.3360
F -2.6480 3.7834 6.3359
C -0.1439 -2.9380 1.2108
N 0.9591 -4.2197 -1.2041
H -1.8026 2.1780 -1.9683
H -2.8875 -2.5596 -0.6599
S 3.2983 1.1608 5.9739
C 4.7474 2.3082 -2.2650
H 2.2155 -4.7706 -2.8217
N -0.2025 2.6468 2.3645
H -0.6436 -0.0512 -1.8506
H -0.1452 -5.5594 -0.0390
F 2.2661 3.1318 0.1986
F -2.2920 0.8594 1.7854
```

Calculated values
HOMO (spin up / spin down) (eV): -7.9 / -7.9
Maximum force (eV/Å): 1.15
HOMO-LUMO gap (spin up / spin down) (eV): 6.6 / 5.7
Energy above the lowest of the compared OMol25 structures with the same formula, charge and spin (kJ/mol): 416.6
Multiplicity: 2

=====

(3)
The following is a quantum chemistry calculation of a structure of composition C23H29IrN2OS2Si at a distorted geometry, from the OMol25 dataset.

```
59
Properties=species:S:1:pos:R:3
C -0.0270 -4.9086 3.8738
C -0.1646 4.2134 1.4408
H -3.0492 1.6279 1.8007
H -0.6609 -2.5651 -3.1104
H -3.5563 0.6664 -1.6819
H -3.0123 -0.3113 -0.3238
H -3.9284 1.1702 -0.0416
H 1.7162 -0.7691 -4.0471
C 1.0842 2.1190 -2.9549
N -0.1066 -6.0479 3.9947
H 2.2004 3.8673 0.4033
H 1.7316 4.6566 -1.1021
H 0.4839 1.9441 -3.8440
H 2.0508 -3.7974 -0.2342
C 0.5534 2.9250 -0.6142
C 2.6111 -3.2304 -0.9794
H 3.4275 -2.6920 -0.4912
H 3.1926 -0.6579 -3.0728
C 1.0452 -1.5819 2.5898
C 2.3706 -1.3173 -3.3643
C 0.2187 2.1056 -1.7278
H 2.6275 3.1377 -1.1398
C -2.6149 2.5833 1.5146
H -2.1644 3.0148 2.4014
C 0.0129 -3.1071 -2.4423
S 2.2751 -0.9300 1.5893
C -1.9436 -3.1727 5.1018
H -0.3368 0.0326 -3.2764
N -2.8155 -3.5572 5.7433
C -0.9040 -2.6438 4.2772
H -1.6062 -0.6351 4.5084
C -3.1672 0.7154 -0.6668
H 2.8037 -2.1440 -3.9299
C -0.9670 1.3381 -1.6985
H -3.4272 3.2403 1.1910
Si 1.4515 -2.0011 -1.8639
C -1.6119 2.4032 0.4107
H 1.5754 3.0819 -3.0707
O 0.8968 -0.8817 -0.8580
C -0.8749 -1.2744 4.0333
H 1.8006 -3.5941 2.4597
H -1.7730 -0.5087 -2.4255
H -1.1005 4.6616 1.7624
C 0.0517 -3.4938 3.6819
C 1.8532 3.6874 -0.6109
C -1.8782 1.4856 -0.6341
H 0.4569 5.0086 1.0382
C -0.4082 3.1457 0.4098
C -1.2568 0.3692 -2.8069
H 1.8528 1.3435 -2.9104
C 0.0557 -0.7371 3.1541
H 0.3348 3.8083 2.3252
H 3.0282 -3.9235 -1.7102
H 0.4186 -3.9654 -2.9787
C 1.0394 -2.9513 2.8819
H -1.8876 0.8274 -3.5737
H -0.5476 -3.4646 -1.5775
Ir 0.5807 0.7274 0.4159
S -0.0114 0.9573 2.7610
```

Calculated values
HOMO (spin up / spin down) (eV): -11.7 / -12.0
Maximum force (eV/Å): 3.07
HOMO-LUMO gap (spin up / spin down) (eV): 8.3 / 5.7
Multiplicity: 6
Charge: +1

=====

(4)
The following is a quantum chemistry calculation of a structure of composition C23H29N11O9OsP2S2, from the OMol25 dataset.

```
77
Properties=species:S:1:pos:R:3
C 0.6088 -4.0489 0.8875
S 2.3317 -2.4772 1.8654
N -0.7053 3.2687 0.4059
N -0.0429 -0.8150 6.2677
N -1.8331 -2.2709 -3.6135
H -2.0063 4.7083 1.2525
C -3.3780 4.6607 -2.6686
P -1.4270 0.2908 -2.7894
H -0.9571 -3.4041 -0.4456
N -4.3111 4.4380 -1.6654
O 0.9358 -3.3122 -2.4001
H -2.9562 2.2824 1.8533
H -2.3176 -2.5060 -2.7356
C 2.9253 -4.0676 1.4817
C 0.6599 3.1730 0.1918
C 4.1922 -4.5774 1.6644
C 3.2769 -6.7398 1.0502
H 1.7527 1.2853 3.5344
H -0.7004 5.3141 0.2105
O -2.1642 0.1317 -1.5198
C 2.1056 0.4278 6.2612
H 0.4853 -2.2915 -4.8600
P 0.1947 -2.1625 -1.8777
C -2.4320 5.0376 -4.8007
N 1.4508 0.3549 3.2653
H 3.0178 -0.0037 5.8482
H 0.0192 5.0546 -2.4057
N -0.1902 1.1748 0.6226
H 5.3314 -6.3824 1.5433
C -2.1203 4.7460 -2.0962
C 1.8437 -4.8491 1.0960
H 2.0799 0.2422 7.3314
H 1.1514 1.9929 -3.6863
C 2.0065 -6.2018 0.8732
C -2.6213 1.7619 0.9544
H -4.5441 4.7577 -4.4878
C -1.1948 2.0509 0.6794
C 0.9757 1.8696 0.3141
H 3.4378 -7.7958 0.8845
H -2.7716 0.6946 1.0828
O -1.0914 -2.5454 -0.9876
H -1.4718 -3.1477 -4.0088
C -1.1523 5.1206 -4.2059
O 2.8741 -1.3421 1.1587
O 0.8967 -1.0489 -1.0830
C -0.6588 -1.3572 -3.3075
H -2.5208 5.1705 -5.8697
C 0.9089 -0.1888 5.6449
O 0.2448 1.7420 -3.9276
S -1.3705 -1.1962 2.6223
C 0.2475 -1.2803 -4.5256
H -3.2437 2.1028 0.1300
C -3.5586 4.8102 -4.0473
H -0.1930 -0.7138 -5.3455
N 0.6502 -0.1668 4.2840
H 2.2535 -0.2655 3.1544
N -3.7008 4.3891 -0.5532
O -0.4317 -4.4499 0.3857
H -0.2964 5.3150 -4.8380
N 0.8230 -2.7319 1.2216
C -0.9642 4.9761 -2.8494
H 2.1216 1.5062 6.0968
H 1.1872 -0.8076 -4.2500
N -0.8908 -1.2108 5.2743
C -0.4939 -0.8342 4.0689
O -0.2302 1.3639 -2.6140
H 5.0235 -3.9567 1.9666
O 2.2536 -2.3475 3.2999
H -1.7166 -1.7459 5.5000
C 4.3515 -5.9398 1.4293
Os -0.0025 -0.8645 0.7840
H 1.9229 1.3674 0.2099
H -2.4969 -1.8661 -4.2810
H 1.1677 -6.8089 0.5620
N -2.3600 4.5703 -0.7621
H 1.2620 4.0340 -0.0379
C -1.4537 4.5361 0.3309
```

Calculated values
HOMO (spin up / spin down) (eV): -13.3 / -13.3
Maximum force (eV/Å): 0.89
HOMO-LUMO gap (spin up / spin down) (eV): 8.6 / 5.9
Energy above the lowest of the compared OMol25 structures with the same formula, charge and spin (kJ/mol): 515.3
Multiplicity: 5
Charge: +2